(1)
# C25H65BrO10P

8 unconnected molecules or ions with the total composition C25H65BrO10P in a non-equilibrium geometry (wB97M-V/def2-TZVPD, the OMol25 dataset).

## Properties
- Net charge: -1
- E: -126784.30698 eV

Cartesian coordinates (Å):
O1 -4.27 0.88 2.81
C1 -4.41 0.23 3.78
Br1 -5.41 1.02 5.32
C2 -3.93 -1.14 4.08
C3 -3.03 -1.74 3.01
C4 -3.62 -2.02 1.64
O2 -2.65 -2.78 0.98
P1 -1.54 -3.59 2.10
O3 -2.50 -2.95 3.45
H1 -4.79 -1.77 4.33
H2 -3.35 -1.08 5.01
H3 -2.23 -1.00 2.82
H4 -4.61 -2.50 1.67
H5 -3.74 -1.08 1.08
H6 -0.77 -4.08 0.94
H7 -0.66 -2.44 2.09
H8 -0.61 -4.23 3.05
H9 -2.24 -4.83 2.04
C5 0.03 1.82 -0.79
C6 -0.93 0.65 -0.68
C7 -2.33 1.02 -1.13
O4 -0.97 0.15 0.65
H10 -0.30 2.65 -0.15
H11 1.02 1.54 -0.46
H12 0.10 2.19 -1.82
H13 -0.56 -0.18 -1.28
H14 -2.74 1.82 -0.50
H15 -3.00 0.16 -1.05
H16 -2.34 1.37 -2.17
H17 -1.30 0.85 1.23
C8 4.73 0.94 -2.16
C9 3.52 1.54 -2.86
C10 3.93 2.30 -4.11
O5 2.81 2.39 -1.96
H18 5.42 1.72 -1.85
H19 4.42 0.39 -1.26
H20 5.26 0.25 -2.82
H21 2.82 0.74 -3.12
H22 4.59 3.13 -3.85
H23 3.05 2.73 -4.60
H24 4.44 1.65 -4.82
H25 3.40 3.11 -1.71
C11 8.98 4.11 -3.62
C12 7.91 3.62 -4.58
C13 8.39 3.67 -6.03
O6 6.72 4.40 -4.43
H26 9.25 5.15 -3.84
H27 8.62 4.07 -2.59
H28 9.89 3.50 -3.70
H29 7.63 2.60 -4.32
H30 8.64 4.69 -6.31
H31 7.61 3.31 -6.70
H32 9.28 3.05 -6.17
H33 6.93 5.31 -4.65
C14 6.18 -4.40 -1.61
C15 5.80 -3.12 -2.33
C16 4.98 -3.41 -3.59
O7 6.97 -2.38 -2.67
H34 6.80 -5.03 -2.26
H35 6.76 -4.18 -0.72
H36 5.30 -4.98 -1.32
H37 5.22 -2.49 -1.66
H38 5.57 -4.00 -4.29
H39 4.72 -2.47 -4.09
H40 4.07 -3.95 -3.35
H41 7.50 -2.92 -3.27
C17 -3.18 -6.88 -1.54
C18 -3.47 -7.31 -0.10
C19 -4.57 -8.37 -0.05
O8 -3.82 -6.19 0.68
H42 -4.08 -6.43 -1.98
H43 -2.40 -6.13 -1.55
H44 -2.87 -7.73 -2.16
H45 -2.56 -7.71 0.34
H46 -5.50 -7.97 -0.46
H47 -4.76 -8.67 0.98
H48 -4.30 -9.26 -0.63
H49 -4.62 -5.79 0.32
C20 -0.47 5.00 -2.21
C21 -0.58 6.52 -2.30
C22 -0.84 7.14 -0.94
O9 -1.60 6.89 -3.23
H50 -1.41 4.58 -1.84
H51 -0.28 4.57 -3.19
H52 0.33 4.70 -1.53
H53 0.35 6.92 -2.71
H54 -1.79 6.78 -0.54
H55 -0.91 8.23 -1.03
H56 -0.05 6.90 -0.23
H57 -2.43 6.55 -2.89
C23 -8.90 0.71 8.33
C24 -7.48 0.59 8.86
C25 -7.44 0.58 10.38
O10 -6.67 1.65 8.35
H58 -9.35 1.65 8.67
H59 -8.90 0.72 7.24
H60 -9.52 -0.11 8.68
H61 -7.02 -0.32 8.48
H62 -7.85 1.51 10.78
H63 -6.42 0.49 10.74
H64 -8.03 -0.25 10.78
H65 -7.04 2.48 8.66

***

(2)
# C3H14BrN2O5Pt

A molecular structure, C3H14BrN2O5Pt in a non-equilibrium geometry (wB97M-V/def2-TZVPD, the OMol25 dataset).

## Properties
- Energy relative to the best compared isomer or geometry (same formula, charge and spin): 296.7 kJ/mol
- <S²>: 2.0211
- Net charge: +1
- 2S+1: 3

Cartesian coordinates (Å):
Pt1 17.91 -5.43 11.53
Br1 20.01 -4.91 12.98
C1 19.34 -0.91 14.35
O1 18.94 -1.72 15.24
N1 20.14 -1.38 13.26
N2 19.09 0.48 14.48
H1 20.40 -0.75 12.54
H2 20.17 -2.38 13.20
H3 19.12 1.12 13.71
H4 18.57 0.76 15.29
C2 22.20 -2.46 16.53
C3 23.07 -3.68 15.87
O2 22.34 -4.76 15.47
O3 21.65 -2.85 17.72
H5 21.44 -2.10 15.82
H6 22.88 -1.64 16.77
H7 23.88 -4.01 16.51
H8 23.55 -3.09 15.06
H9 21.65 -4.55 14.80
H10 20.78 -3.39 17.50
O4 19.18 -4.24 16.27
H11 19.47 -4.68 15.46
H12 18.74 -3.41 15.94
O5 22.38 -5.52 10.36
H13 22.02 -5.14 9.55
H14 21.93 -5.04 11.08

***

(3)
# C45H54Br2ClN2O2PdSi

A molecular structure, C45H54Br2ClN2O2PdSi (wB97M-V/def2-TZVPD, the OMol25 dataset).

## Properties
- Energy relative to the best compared isomer or geometry (same formula, charge and spin): 36.2 kJ/mol
- <S²>: 6.0421
- Net charge: +1
- 2S+1: 5

Cartesian coordinates (Å):
Pd1 0.68 0.71 0.13
O1 2.16 2.75 5.21
C1 2.11 1.39 5.39
C2 2.11 0.80 6.64
C3 2.05 -0.58 6.75
C4 1.99 -1.37 5.61
C5 1.98 -0.77 4.36
C6 2.03 0.61 4.25
C7 2.02 1.29 2.88
O2 2.12 0.42 1.86
N1 0.90 2.22 2.75
N2 0.39 2.48 1.53
C8 -0.30 3.53 1.34
C9 -0.97 3.84 0.09
Br1 -0.96 2.44 -1.20
C10 -1.64 4.95 -0.20
C11 -1.72 6.16 0.65
C12 -2.94 6.83 0.73
C13 -3.07 7.96 1.52
C14 -1.97 8.45 2.22
C15 -0.74 7.81 2.12
C16 -0.62 6.66 1.34
H1 2.29 3.18 6.07
H2 2.17 1.42 7.53
H3 2.06 -1.04 7.74
H4 1.94 -2.45 5.70
H5 1.95 -1.37 3.46
H6 2.96 1.90 2.84
H7 0.82 2.93 3.47
H8 -0.43 4.24 2.16
H9 -2.19 4.98 -1.13
H10 -3.80 6.45 0.18
H11 -4.02 8.47 1.59
H12 -2.06 9.35 2.82
H13 0.12 8.20 2.64
H14 0.35 6.19 1.23
C17 -2.84 -1.57 4.06
C18 -2.70 -0.37 3.33
C19 -1.70 -0.23 2.41
C20 -0.78 -1.28 2.17
C21 0.29 -1.19 1.26
C22 1.17 -2.22 1.05
C23 1.00 -3.42 1.76
C24 -0.02 -3.56 2.66
C25 -0.93 -2.50 2.89
C26 -1.98 -2.61 3.84
H15 -3.63 -1.67 4.79
H16 -3.40 0.45 3.51
H17 -1.60 0.69 1.85
H18 2.00 -2.11 0.36
H19 1.70 -4.24 1.60
H20 -0.14 -4.48 3.22
H21 -2.10 -3.54 4.39
Cl1 4.69 -0.66 -0.12
C27 4.46 1.01 0.27
C28 5.27 1.59 1.23
C29 5.10 2.92 1.57
C30 4.12 3.68 0.94
C31 3.31 3.11 -0.02
C32 3.44 1.75 -0.38
C33 2.55 1.18 -1.34
H22 6.04 0.99 1.70
H23 5.74 3.37 2.32
H24 4.00 4.73 1.19
H25 2.55 3.70 -0.52
H26 2.76 0.21 -1.75
H27 2.01 1.86 -1.98
C34 -0.41 -3.25 -6.10
C35 0.00 -2.24 -5.01
C36 -0.21 -0.82 -5.56
C37 1.51 -2.41 -4.75
Si1 -1.02 -2.55 -3.42
Br2 -0.18 -0.87 -1.99
C38 -2.88 -2.07 -3.50
C39 -3.08 -0.67 -4.13
C40 -3.53 -2.02 -2.10
C41 -3.65 -3.09 -4.36
C42 -0.60 -4.13 -2.43
C43 -1.32 -4.15 -1.06
C44 -1.02 -5.39 -3.21
C45 0.91 -4.23 -2.14
H28 0.18 -3.06 -7.01
H29 -1.46 -3.16 -6.38
H30 -0.22 -4.28 -5.81
H31 0.54 -0.64 -6.34
H32 -0.10 -0.05 -4.80
H33 -1.19 -0.70 -6.03
H34 2.05 -2.05 -5.63
H35 1.80 -3.45 -4.60
H36 1.86 -1.83 -3.89
H37 -2.45 0.09 -3.65
H38 -4.12 -0.38 -3.99
H39 -2.88 -0.67 -5.20
H40 -2.96 -1.42 -1.39
H41 -3.67 -3.01 -1.68
H42 -4.52 -1.57 -2.20
H43 -3.28 -3.13 -5.39
H44 -4.71 -2.80 -4.40
H45 -3.61 -4.10 -3.94
H46 -2.38 -4.35 -1.16
H47 -1.18 -3.22 -0.50
H48 -0.89 -4.96 -0.46
H49 -2.09 -5.41 -3.41
H50 -0.78 -6.28 -2.61
H51 -0.49 -5.49 -4.16
H52 1.31 -3.32 -1.69
H53 1.49 -4.46 -3.03
H54 1.07 -5.06 -1.44

***

(4)
# C7H14N

A gas-phase ion, C7H14N (charge +1) in a non-equilibrium geometry (wB97M-V/def2-TZVPD, the OMol25 dataset).

## Properties
- Energy relative to the best compared isomer or geometry (same formula, charge and spin): 194.7 kJ/mol
- Net charge: +1
- Structure (SMILES): C=C(C)C/C(C)=[NH+]\C

Cartesian coordinates (Å):
C1 -1.73 -0.01 -0.12
C2 -1.60 -0.05 1.33
C3 -0.27 0.42 -0.80
C4 -2.96 -0.02 -0.72
C5 1.13 0.44 -0.26
C6 1.83 1.71 -0.10
C7 1.44 -1.93 -0.08
N1 1.83 -0.60 0.14
H1 -2.34 -0.75 1.83
H2 -1.87 0.96 1.72
H3 -0.31 -0.18 -1.74
H4 -0.51 1.54 -1.00
H5 -3.82 -0.12 0.03
H6 -3.20 0.14 -1.78
H7 1.14 2.45 0.45
H8 2.06 2.29 -0.96
H9 2.94 1.75 0.25
H10 0.57 -2.06 -0.66
H11 2.27 -2.43 -0.54
H12 1.38 -2.58 0.80
H13 -0.78 -0.42 1.81
H14 2.81 -0.53 0.41